Record 1
The following is a DFT calculation (wB97M-V/def2-TZVPD) of C8H28HfN14O10 as an isolated structure in a non-equilibrium geometry.

E_tot = -1888.2706 hartree
Kohn-Sham gap = 4.71 eV
Relative energy (zero: lowest compared OMol25 entry of this formula, charge and spin) = 4.439 eV
Total charge = +2

Geometry (Å):
Hf  1.684  -0.473  -0.249
C  -0.926  -0.617  0.329
O  -0.461  -1.629  -0.316
O  -0.633  0.409  -0.371
O  -0.122  -0.515  1.353
C  1.523  3.032  0.142
O  1.742  1.890  -0.310
N  1.333  4.143  -0.594
N  1.519  3.214  1.468
H  1.554  4.985  -0.091
H  1.364  3.968  -1.586
H  1.876  2.522  2.100
H  1.585  4.160  1.812
C  2.533  0.453  3.126
O  2.355  -0.047  1.981
N  3.730  0.753  3.544
N  1.494  0.564  3.926
H  3.852  0.928  4.529
H  4.338  1.033  2.790
H  1.563  0.883  4.879
H  0.647  0.163  3.545
C  0.038  0.502  -3.403
O  1.064  0.178  -2.772
N  -1.228  0.190  -3.143
N  0.150  1.176  -4.568
H  -1.944  0.217  -3.848
H  -1.436  -0.082  -2.195
H  -0.585  1.722  -4.980
H  1.070  1.147  -4.977
C  -2.819  0.805  3.759
O  -3.907  0.952  4.279
N  -1.826  1.708  3.641
N  -2.541  -0.345  3.082
H  -0.997  1.474  3.128
H  -1.842  2.521  4.234
H  -3.150  -1.133  3.213
H  -1.740  -0.388  2.476
C  -2.308  3.622  -0.418
O  -2.855  4.664  -0.693
N  -1.612  2.834  -1.300
N  -1.979  3.307  0.856
H  -1.698  3.126  -2.259
H  -1.306  1.904  -1.038
H  -2.291  3.870  1.627
H  -1.157  2.750  1.001
C  2.100  -3.695  -1.831
O  1.638  -2.568  -1.515
N  1.536  -4.825  -1.399
N  3.117  -3.865  -2.686
H  1.955  -5.680  -1.722
H  0.738  -4.779  -0.781
H  3.719  -3.064  -2.770
H  3.415  -4.803  -2.898
C  -2.010  -4.662  -1.654
O  -2.642  -5.662  -1.933
N  -1.235  -3.945  -2.466
N  -1.911  -4.125  -0.433
H  -1.150  -4.250  -3.421
H  -0.750  -3.134  -2.119
H  -1.508  -3.204  -0.301
H  -2.663  -4.280  0.223

=====

Record 2
The following is a DFT calculation (wB97M-V/def2-TZVPD) of C3HFLiO2 as an isolated structure in a non-equilibrium geometry.

E_tot = -372.6181 hartree
Kohn-Sham gap (spin up / spin down) = 5.28 / 6.04 eV
⟨S²⟩ = 0.7760
Relative energy (zero: lowest compared OMol25 entry of this formula, charge and spin) = 1.802 eV
2S+1 = 2

Geometry (Å):
C  -0.049  -0.909  -0.722
C  -1.020  -0.212  -0.058
O  -0.547  0.890  0.661
C  0.718  1.121  0.771
O  1.175  -0.666  -0.583
F  -0.429  -1.432  -1.935
H  -2.094  -0.243  -0.192
Li  2.244  1.452  2.056

=====

Record 3
The following is a DFT calculation (wB97M-V/def2-TZVPD) of C14H14F6N3O2RhSbTe as an isolated structure.

E_tot = -2074.1912 hartree
Kohn-Sham gap (spin up / spin down) = 8.42 / 6.48 eV
⟨S²⟩ = 0.7655
Relative energy (zero: lowest compared OMol25 entry of this formula, charge and spin) = 0.000 eV
Total charge = +2
2S+1 = 2

Geometry (Å):
Rh  -0.135  0.107  0.264
O  3.755  0.122  -0.472
C  2.576  0.224  -0.538
N  1.680  -0.099  0.562
C  2.112  -0.387  1.928
O  3.248  -0.534  2.231
C  0.926  -0.489  2.832
C  1.075  -0.714  4.180
C  -0.073  -0.814  4.962
C  -1.313  -0.697  4.360
C  -1.389  -0.468  2.992
N  -0.287  -0.358  2.253
C  1.794  0.664  -1.736
C  2.426  1.088  -2.882
C  1.638  1.467  -3.966
C  0.260  1.397  -3.857
C  -0.310  0.962  -2.668
N  0.449  0.606  -1.633
H  2.070  -0.804  4.595
H  0.006  -0.981  6.027
H  -2.226  -0.771  4.933
H  -2.337  -0.352  2.485
H  3.507  1.121  -2.910
H  2.100  1.816  -4.880
H  -0.384  1.687  -4.675
H  -1.380  0.921  -2.529
C  -2.111  -2.181  -1.588
Te  -0.454  -2.401  -0.298
C  0.991  -2.726  -1.804
H  -1.800  -1.611  -2.460
H  -2.907  -1.682  -1.042
H  -2.424  -3.182  -1.878
H  0.798  -3.715  -2.216
H  1.979  -2.705  -1.351
H  0.877  -1.967  -2.574
F  -2.130  0.648  0.010
Sb  -2.220  2.670  0.504
F  -4.027  2.649  0.147
F  -1.752  2.899  -1.288
F  -1.892  4.408  1.000
F  -0.286  2.169  0.744
F  -2.430  2.012  2.236

=====

Record 4
The following is a DFT calculation (wB97M-V/def2-TZVPD) of C18H16Co2NO7 as an isolated structure in a non-equilibrium geometry.

E_tot = -4042.4100 hartree
Kohn-Sham gap = 6.85 eV
Relative energy (zero: lowest compared OMol25 entry of this formula, charge and spin) = 1.781 eV
Total charge = -1

Geometry (Å):
O  4.871  4.422  0.617
C  3.987  3.797  1.013
Co  2.553  2.914  1.547
C  1.836  4.412  2.121
O  1.359  5.407  2.456
C  1.481  2.719  0.143
O  0.735  2.599  -0.730
C  1.714  2.003  2.991
C  0.694  1.145  2.497
C  -0.658  1.153  2.710
C  -1.812  0.665  1.987
C  -3.021  1.358  2.221
C  -4.156  1.041  1.490
C  -4.128  0.011  0.546
C  -2.974  -0.763  0.429
C  -1.830  -0.488  1.176
Co  2.390  0.489  2.249
C  3.900  0.881  1.218
O  4.840  0.569  0.590
C  1.755  -0.152  0.789
O  1.412  -0.635  -0.213
C  2.653  -1.123  2.966
O  2.869  -2.194  3.329
H  1.703  2.360  4.015
H  -0.857  1.694  3.650
H  -3.031  2.131  2.997
H  -5.068  1.604  1.655
H  -5.002  -0.185  -0.078
H  -2.957  -1.587  -0.267
H  -0.987  -1.178  1.224
C  -0.045  -4.092  -4.319
C  -0.210  -2.610  -3.994
O  -1.436  -2.200  -4.580
C  -0.163  -2.223  -2.506
N  -0.740  -0.965  -1.977
H  0.896  -4.500  -3.933
H  -0.870  -4.692  -3.906
H  -0.042  -4.221  -5.410
H  0.623  -2.069  -4.470
H  -1.626  -1.291  -4.289
H  -0.696  -3.005  -1.957
H  0.894  -2.285  -2.206
H  -0.192  -0.742  -1.159
H  -0.663  -0.173  -2.631

=====

Record 5
The following is a DFT calculation (wB97M-V/def2-TZVPD) of a 10-piece molecular cluster, C5H32N2O9 overall in a non-equilibrium geometry.

E_tot = -995.8360 hartree
Kohn-Sham gap = 11.36 eV
Relative energy (zero: lowest compared OMol25 entry of this formula, charge and spin) = 0.618 eV
Total charge = +2

Geometry (Å):
C  3.079  -0.181  2.652
C  1.615  -0.506  2.366
C  0.498  0.573  2.295
C  0.385  1.224  0.962
C  -0.822  1.591  0.543
N  -1.054  2.118  -0.824
N  1.684  -1.289  0.969
H  3.432  -1.048  3.219
H  3.692  0.052  1.800
H  3.197  0.748  3.226
H  1.285  -1.280  3.049
H  0.781  1.262  3.130
H  -0.409  -0.013  2.476
H  1.225  1.327  0.273
H  -1.646  1.620  1.241
H  -2.071  2.228  -0.953
H  -0.722  1.512  -1.608
H  -0.496  2.966  -0.868
H  1.942  -0.612  0.244
H  0.830  -1.691  0.564
H  2.349  -2.029  1.167
H  3.799  1.048  -1.400
H  2.931  2.159  -1.244
O  2.855  1.196  -1.247
H  -3.288  -1.087  1.570
H  -2.992  -1.865  2.758
O  -2.501  -1.464  2.034
H  1.026  1.999  -3.263
H  -0.267  2.853  -3.897
O  0.183  2.454  -3.149
H  1.868  -4.114  -0.216
H  0.947  -4.045  1.101
O  1.812  -3.889  0.719
H  -5.093  -0.007  0.811
H  -5.232  -1.145  -0.118
O  -4.625  -0.809  0.561
H  -4.608  2.926  -1.526
H  -3.998  3.182  -0.144
O  -3.830  2.755  -0.988
H  -0.554  -0.930  -2.592
H  -1.131  -1.015  -1.221
O  -0.665  -0.379  -1.805
H  -1.529  -2.201  0.787
H  -1.352  -3.409  -0.192
O  -1.118  -2.487  -0.068
H  3.601  -0.347  -4.419
H  2.146  -0.072  -4.711
O  2.839  0.124  -4.063

=====

Record 6
The following is a DFT calculation (wB97M-V/def2-TZVPD) of a 2-piece molecular cluster, C3H12N4 overall.

E_tot = -340.5169 hartree
Structure (SMILES) = [H]/N=C\N.CC(N)N
Kohn-Sham gap = 10.03 eV
Relative energy (zero: lowest compared OMol25 entry of this formula, charge and spin) = 0.367 eV

Geometry (Å):
H  -1.671  1.601  -1.009
N  -2.123  0.707  -1.223
C  -2.460  0.028  -0.222
N  -2.383  0.361  1.098
H  -2.931  -0.935  -0.404
H  -2.511  -0.333  1.813
H  -1.849  1.177  1.351
C  1.654  0.513  0.956
C  0.969  -0.289  -0.149
N  1.716  -1.531  -0.364
N  0.918  0.513  -1.346
H  1.247  1.519  0.980
H  2.720  0.566  0.757
H  1.503  0.040  1.924
H  -0.077  -0.492  0.140
H  1.238  -2.116  -1.043
H  1.798  -2.057  0.498
H  0.386  0.054  -2.069
H  1.858  0.675  -1.688

=====

Record 7
The following is a DFT calculation (wB97M-V/def2-TZVPD) of C3H3LiO3Yb as an isolated structure in a non-equilibrium geometry.

E_tot = -1506.9047 hartree
Kohn-Sham gap (spin up / spin down) = 6.39 / 9.89 eV
⟨S²⟩ = 0.7549
Relative energy (zero: lowest compared OMol25 entry of this formula, charge and spin) = 0.594 eV
Total charge = +3
2S+1 = 2

Geometry (Å):
O  -0.656  0.715  -0.099
C  -0.564  -0.487  -0.502
C  1.047  1.042  0.702
O  -1.503  -1.260  -0.661
O  0.688  -1.016  -0.343
C  1.535  -0.297  0.408
Li  -2.241  1.872  -0.340
H  0.899  1.278  1.760
H  1.362  1.856  0.043
H  2.157  -0.890  1.076
Yb  -2.724  -2.813  -2.042

=====

Record 8
The following is a DFT calculation (wB97M-V/def2-TZVPD) of C53H75N21O4S as an isolated structure in a non-equilibrium geometry.

E_tot = -3913.3682 hartree
Kohn-Sham gap = 7.92 eV

Geometry (Å):
O  -7.330  -1.771  -1.381
S  -7.359  -0.618  -2.220
O  -8.633  -0.316  -2.776
O  -6.720  0.607  -1.459
C  -5.259  0.740  -1.748
C  -5.138  2.167  -2.304
C  -4.052  2.939  -1.525
C  -4.642  3.493  -0.234
C  -3.569  3.778  0.825
N  -2.793  2.557  1.040
C  -3.299  1.433  1.598
C  -2.307  0.469  1.608
C  -1.177  1.082  1.028
C  -1.491  2.382  0.686
C  -5.029  -0.455  -2.650
C  -3.723  -0.641  -3.353
C  -2.951  0.421  -3.828
C  -1.759  0.080  -4.426
C  -1.321  -1.225  -4.542
N  -2.068  -2.239  -4.100
C  -3.228  -1.918  -3.541
O  -6.261  -0.667  -3.391
H  -4.769  0.651  -0.782
H  -6.084  2.663  -2.107
H  -4.981  2.209  -3.378
H  -3.638  3.720  -2.162
H  -3.233  2.242  -1.339
H  -5.354  2.771  0.157
H  -5.175  4.408  -0.471
H  -4.064  4.058  1.750
H  -2.913  4.566  0.469
H  -4.309  1.334  1.955
H  -2.375  -0.538  1.970
H  -0.217  0.619  0.863
H  -0.852  3.118  0.226
H  -5.035  -1.299  -1.945
H  -3.262  1.446  -3.737
H  -1.144  0.874  -4.820
H  -0.362  -1.414  -4.998
H  -3.843  -2.744  -3.192
C  1.282  -2.048  1.402
C  0.019  -2.105  2.133
N  -0.982  -2.129  2.697
H  2.068  -2.518  1.979
H  1.181  -2.571  0.453
H  1.549  -1.012  1.211
C  -2.137  -0.268  -8.666
C  -1.023  0.099  -7.800
N  -0.152  0.391  -7.113
H  -1.989  -1.276  -9.048
H  -3.068  -0.234  -8.103
H  -2.202  0.425  -9.502
C  -2.053  -4.231  5.066
C  -1.406  -5.379  5.706
N  -0.893  -6.276  6.206
H  -1.400  -3.822  4.296
H  -2.991  -4.538  4.607
H  -2.261  -3.459  5.805
C  -5.000  -6.111  6.609
C  -5.916  -4.977  6.526
N  -6.638  -4.088  6.462
H  -3.972  -5.757  6.597
H  -5.180  -6.663  7.529
H  -5.154  -6.774  5.760
C  4.833  -1.719  4.314
C  4.513  -1.733  2.894
N  4.255  -1.806  1.778
H  5.818  -1.294  4.475
H  4.094  -1.132  4.859
H  4.821  -2.739  4.694
C  0.286  -6.229  2.823
C  1.636  -5.748  2.548
N  2.700  -5.376  2.335
H  -0.094  -6.791  1.972
H  0.300  -6.870  3.702
H  -0.369  -5.381  3.011
C  -4.169  3.065  5.253
C  -4.875  3.951  4.331
N  -5.433  4.644  3.607
H  -3.637  3.655  5.996
H  -4.881  2.414  5.756
H  -3.457  2.453  4.700
C  -1.838  -2.964  9.147
C  -2.529  -2.235  8.088
N  -3.076  -1.656  7.263
H  -1.394  -2.260  9.848
H  -2.544  -3.600  9.678
H  -1.052  -3.584  8.718
C  0.565  5.101  2.958
C  0.462  4.991  1.509
N  0.380  4.877  0.372
H  0.180  6.066  3.283
H  -0.017  4.306  3.423
H  1.605  5.009  3.262
C  -0.690  1.918  -12.644
C  -1.974  1.770  -11.969
N  -2.987  1.663  -11.440
H  0.086  1.400  -12.081
H  -0.749  1.490  -13.642
H  -0.434  2.967  -12.722
C  5.555  -6.046  4.820
C  6.717  -5.768  5.660
N  7.629  -5.550  6.320
H  5.617  -7.060  4.429
H  4.644  -5.945  5.406
H  5.521  -5.346  3.986
C  0.636  3.900  -5.330
C  -0.694  3.832  -4.731
N  -1.731  3.756  -4.247
H  1.342  3.381  -4.701
H  0.625  3.429  -6.311
H  0.944  4.938  -5.432
C  6.893  -3.808  9.721
C  6.248  -2.890  8.787
N  5.735  -2.175  8.052
H  7.380  -3.244  10.513
H  6.148  -4.469  10.160
H  7.635  -4.408  9.196
C  -2.760  3.799  -15.926
C  -1.629  4.149  -15.073
N  -0.745  4.427  -14.397
H  -2.621  2.799  -16.331
H  -3.679  3.825  -15.344
H  -2.835  4.509  -16.746
C  9.460  -3.703  3.676
C  8.625  -2.513  3.755
N  7.967  -1.575  3.817
H  10.506  -3.423  3.718
H  9.231  -4.370  4.506
H  9.274  -4.222  2.738
C  3.989  3.762  -2.299
C  3.771  3.731  -3.742
N  3.600  3.708  -4.877
H  4.945  4.228  -2.078
H  3.197  4.331  -1.816
H  3.990  2.748  -1.904
C  12.566  -0.400  2.263
C  12.076  -1.739  1.953
N  11.691  -2.792  1.710
H  13.445  -0.468  2.901
H  12.831  0.116  1.343
H  11.791  0.163  2.779
C  8.657  4.897  -1.601
C  7.346  4.816  -0.967
N  6.314  4.753  -0.469
H  9.395  4.385  -0.986
H  8.622  4.426  -2.582
H  8.947  5.939  -1.715
C  -9.549  2.985  -1.504
C  -8.478  3.470  -0.639
N  -7.620  3.840  0.027
H  -9.359  1.947  -1.780
H  -10.501  3.047  -0.981
H  -9.596  3.591  -2.406